Molecular formula: C3H5ClNP
Method: DFT, ωB97M-V/def2-TZVPD

Calculated values
Relative energy (zero: lowest compared OMol25 entry of this formula, charge and spin), kcal/mol: 99.4
Net charge: 0
Kohn-Sham gap (alpha / beta), Eh: 0.1995 / 0.1987
Total energy, a.u.: -973.45513
HOMO energy (alpha / beta), eV: -8.8 / -8.8

Last column: Mulliken charge in e.
Atoms and positions in Å:
1 C -3.260 2.983 0.362  -0.3640
2 C 0.043 0.252 0.449  -0.9339
3 C -0.303 -0.497 -0.797  -0.5835
4 N -2.833 1.930 0.034  -0.3571
5 P -2.124 -0.887 -0.955  0.5515
6 Cl -2.431 -2.116 0.529  -0.0587
7 H 0.341 -0.419 1.163  0.3850
8 H 0.905 0.972 0.357  0.2870
9 H -0.884 0.730 1.008  0.2270
10 H 0.182 -1.385 -0.837  0.5138
11 H -0.210 0.217 -1.580  0.3329